[1]
47
Properties=species:S:1:pos:R:3:forces:R:3 method="wB97M-V/def2-TZVPD" homo_energy_ev=-12.72 charge=+1 homo_lumo_gap_ev=8.33
C 2.02445 0.67073 1.99255 -0.2 -0.1 0.5
C 1.62198 1.63917 1.41754 -0.1 0.2 0.0
C 1.01238 2.67218 0.59448 -1.1 -0.1 -0.6
C 0.59697 2.01923 -0.74363 0.1 1.5 -1.0
C -0.82944 1.59998 -0.56058 1.0 0.3 0.5
N -1.48627 0.67066 -1.33740 0.7 -0.1 2.1
C -0.91485 -0.43712 -1.26186 -0.1 0.2 -1.6
S -0.15770 -1.73939 -1.48045 -0.1 -0.4 0.4
N -1.35437 2.26093 0.41699 -1.0 -0.3 -0.9
P -3.06747 2.21099 0.99889 -1.0 0.6 0.8
C -3.46567 0.43002 1.15271 0.0 0.0 -0.5
O -3.91838 2.66321 -0.33283 0.9 -0.1 0.2
C -0.39728 3.13746 1.10586 0.8 -1.5 1.5
H 2.28696 -0.13135 2.64351 0.3 -0.1 -0.1
H 1.59690 3.57971 0.48157 0.5 -0.3 -0.2
H 1.27592 1.33485 -1.23958 0.0 -0.3 0.3
H 0.48914 2.87486 -1.43408 0.1 -0.2 -0.3
H -3.93316 0.05350 0.24257 0.2 -0.1 -0.1
H -2.62550 -0.19653 1.45073 0.0 0.0 0.0
H -4.22822 0.37900 1.92959 0.1 0.1 0.1
H -3.38108 2.68219 -1.13407 -0.4 -0.1 -0.3
H -0.63019 4.19537 1.06222 -0.1 0.0 -0.4
H -0.43548 2.79449 2.14133 -0.2 0.6 0.2
C -2.57206 0.09697 -3.90416 -0.2 0.0 -0.2
O -2.81216 0.71736 -5.16103 0.0 0.0 0.0
C -3.15910 -0.14381 -6.12964 0.0 0.1 -0.2
O -3.26489 -1.33277 -5.99259 0.0 0.0 0.1
O -3.35781 0.54515 -7.24354 0.0 0.0 0.0
C -3.73774 -0.25129 -8.37327 -0.1 0.0 -0.3
H -2.30612 0.87975 -3.21078 -0.1 0.2 -0.4
H -3.47191 -0.40349 -3.54375 0.1 -0.1 0.0
H -1.74880 -0.61374 -3.97988 -0.1 -0.1 0.0
H -4.67764 -0.76412 -8.18098 0.1 -0.1 0.1
H -2.95717 -0.96952 -8.61491 0.0 -0.1 0.1
H -3.86600 0.43341 -9.20569 0.0 0.1 0.1
C 3.52271 -3.91448 7.02025 -0.1 -0.1 0.2
O 4.76095 -3.80444 6.31385 0.0 0.0 0.0
C 4.81763 -2.79708 5.45042 0.1 -0.1 0.1
O 3.93658 -2.00417 5.22893 -0.1 0.1 -0.1
O 6.01698 -2.81317 4.87317 0.0 0.0 0.0
C 6.23031 -1.77739 3.91517 0.1 0.1 -0.1
H 3.61834 -4.76966 7.68219 0.1 0.0 -0.1
H 3.33814 -3.02066 7.61291 0.0 0.0 -0.1
H 2.70009 -4.08622 6.32850 0.0 0.1 0.0
H 6.15352 -0.79780 4.38377 -0.1 0.0 0.0
H 5.51961 -1.86099 3.09410 -0.1 0.0 0.1
H 7.23691 -1.91197 3.53091 0.0 -0.1 0.1



[2]
16
Properties=species:S:1:pos:R:3:forces:R:3 method="wB97M-V/def2-TZVPD" homo_energy_ev="-1.47 / -1.47" de_lowest_ev=1.6731 charge=-1 homo_lumo_gap_ev="3.36 / 3.36"
O -0.10172 1.96967 -0.90001 1.1 -1.3 0.0
O -1.24541 0.07732 -0.89247 -0.9 -0.3 -0.1
C -2.17704 -0.57694 -0.12527 1.1 -0.5 -0.2
C -3.27259 -1.09032 -0.67400 0.0 -0.2 -0.3
C -0.39486 0.94088 -0.28454 -0.9 2.8 1.2
H -1.86801 -0.75403 0.90728 0.1 -0.2 -0.3
H -0.48621 1.02052 0.81484 0.4 -0.8 -0.4
H -3.69653 -2.00079 -0.25525 -0.5 0.7 0.4
H -3.63076 -0.74810 -1.64410 0.4 -0.4 0.0
K 2.75567 2.80411 -1.05166 -0.2 -1.3 0.5
O 3.12537 -0.07966 -0.86635 0.7 -1.2 0.2
O 3.21347 1.20381 0.88999 0.6 -0.1 1.4
C 2.86997 0.03660 0.40452 -1.9 3.5 -2.7
C 1.78856 -0.68146 0.99887 -0.2 -0.6 0.3
H 1.52183 -0.42317 2.02873 0.2 -0.3 -0.1
H 1.59826 -1.69845 0.64943 0.0 0.2 0.1



[3]
93
Properties=species:S:1:pos:R:3:forces:R:3 method="wB97M-V/def2-TZVPD" homo_energy_ev=-4.94 charge=-1 homo_lumo_gap_ev=5.86
Tl 0.92126 1.13617 0.80700 1.6 -2.9 0.8
O -3.74644 0.50703 6.03103 -0.8 0.2 -0.2
C -2.53960 0.24853 6.11880 0.2 -0.2 0.1
O -1.90238 -0.26530 7.04989 0.4 -0.2 0.4
C -1.76788 0.55645 4.85020 0.2 -0.1 -0.2
C -0.82268 1.48147 4.75824 -0.3 0.5 0.0
C -0.15033 1.83558 3.46054 0.3 -1.2 0.6
N -0.14775 0.66682 2.62547 0.4 0.3 -0.9
C -1.43654 0.09321 2.33287 -0.6 -0.1 1.0
C -2.17385 -0.24226 3.66314 0.1 0.2 -0.2
C -2.29622 0.81304 1.33228 0.2 0.1 0.0
C -3.39307 1.58965 1.69054 0.1 0.0 -0.1
C -4.11195 2.20577 0.68803 0.0 0.1 -0.2
C -3.72408 2.01795 -0.63298 0.0 0.0 0.2
C -2.60950 1.24238 -0.89040 -0.4 0.5 0.2
N -1.90284 0.64983 0.07024 0.1 0.3 0.2
C 1.29224 2.25487 3.69168 0.2 0.0 0.0
C 2.00818 2.10536 4.87282 0.0 0.1 -0.1
C 3.30171 2.59777 4.90467 0.0 0.0 -0.1
C 3.83318 3.22834 3.78560 0.0 0.0 0.0
C 3.06047 3.29399 2.64334 0.0 -0.1 0.3
N 1.83010 2.79653 2.61032 0.4 -0.3 0.1
H -0.52522 2.06445 5.61538 -0.1 0.1 0.2
H -3.25513 -0.17475 3.54781 0.0 -0.1 0.1
H -3.64539 1.74594 2.72980 0.0 0.0 0.0
H -4.94466 2.84777 0.93685 -0.1 0.0 0.0
H -4.25189 2.49100 -1.44852 0.0 0.0 0.0
H -2.26425 1.08820 -1.90685 -0.4 0.3 0.7
H 1.57418 1.61319 5.72800 -0.1 0.0 0.0
H 3.89340 2.49443 5.80374 0.0 0.0 0.0
H 4.83414 3.63665 3.79278 0.0 0.0 0.0
H 3.42229 3.75928 1.73768 0.0 0.0 -0.1
C -0.57324 -2.42961 -2.52806 0.0 -0.5 0.0
C -0.99125 -2.11559 -1.08557 -0.1 -0.2 0.1
P 0.50216 -1.75257 -0.07624 -0.2 0.5 -0.1
C 1.52684 -3.22180 -0.43106 0.2 0.2 0.1
C 1.03978 -4.51262 -0.23805 0.0 0.1 0.0
C 1.82540 -5.60721 -0.54628 0.0 -0.1 0.0
C 3.11077 -5.42518 -1.04164 0.0 0.0 0.0
C 3.60758 -4.14609 -1.22282 0.0 0.0 0.0
C 2.81640 -3.04661 -0.91741 0.0 0.0 -0.1
C 0.02026 -1.95025 1.64106 0.4 -0.4 0.0
C -1.30773 -1.43405 2.06667 -0.1 -0.1 -0.1
C -1.70803 -1.71932 3.52585 -0.3 -0.1 0.4
C -0.58850 -2.09460 4.43885 0.2 0.0 -0.1
C 0.63176 -2.37429 3.97822 -0.2 0.0 0.1
C 0.92393 -2.35091 2.54911 -0.1 0.0 -0.2
C -1.37230 -1.69748 -3.58896 -0.2 0.0 -0.3
P -1.27217 0.14638 -3.48068 0.6 -0.4 -1.0
C 0.47223 0.44367 -3.00511 0.1 0.0 -0.3
C 0.70031 1.54044 -2.17809 0.1 0.0 -0.1
C 1.99590 1.92268 -1.84034 0.0 -0.1 -0.2
C 3.07863 1.19315 -2.31600 0.0 0.0 -0.1
C 2.86177 0.08400 -3.12131 0.1 0.2 0.2
C 1.57264 -0.28182 -3.46386 -0.3 0.1 -0.1
C -1.24964 0.64982 -5.24351 0.1 -0.2 -0.1
C -0.50071 0.01508 -6.23237 0.0 0.0 0.0
C -0.51451 0.47449 -7.53673 0.0 0.0 0.0
C -1.28224 1.58107 -7.87439 0.0 0.0 0.0
C -2.03112 2.22206 -6.90173 0.0 0.0 -0.1
C -2.01494 1.75465 -5.59557 0.0 0.0 0.0
H -0.68339 -3.50427 -2.70375 0.0 0.0 0.0
H 0.49034 -2.23082 -2.67153 -0.1 -0.1 0.1
H -1.53565 -2.96405 -0.65950 0.0 0.1 0.0
H -1.65134 -1.24223 -1.02024 0.2 -0.2 0.0
H 0.04948 -4.65965 0.17277 -0.1 0.0 0.0
H 1.44165 -6.60551 -0.38946 0.0 -0.1 0.0
H 3.72435 -6.28387 -1.27753 0.0 0.0 0.0
H 4.61283 -3.99934 -1.59335 0.1 0.0 0.0
H 3.20426 -2.04408 -1.03697 0.0 0.0 0.0
H -2.08384 -1.73418 1.35853 0.0 0.0 0.1
H -2.53958 -2.42165 3.64494 0.1 0.0 0.0
H -0.80442 -2.08566 5.50063 0.0 0.0 0.1
H 1.43025 -2.62944 4.65902 0.1 0.0 0.1
H 1.91278 -2.66685 2.23186 0.0 0.0 0.0
H -2.43822 -1.91842 -3.46177 0.0 -0.1 0.0
H -1.10614 -2.05534 -4.58790 0.1 0.0 0.1
H -0.13477 2.10305 -1.78330 0.0 0.1 -0.1
H 2.14370 2.77553 -1.19169 0.1 0.1 -0.1
H 4.08578 1.46835 -2.03346 0.0 0.0 0.0
H 3.70067 -0.50227 -3.47132 0.0 0.0 0.0
H 1.42648 -1.14882 -4.09566 0.0 0.0 -0.1
H 0.11272 -0.84052 -5.98208 0.0 0.0 0.0
H 0.07710 -0.02607 -8.29121 0.0 0.0 0.0
H -1.29536 1.94018 -8.89529 0.0 0.0 0.0
H -2.63007 3.08526 -7.15639 0.0 0.0 0.0
H -2.59913 2.25546 -4.83515 0.0 0.0 0.0
O -1.81419 4.58090 1.07892 0.2 -0.3 -0.1
Se -0.39828 3.97813 1.51518 -0.6 0.9 1.1
O -0.87155 2.95273 2.89302 -0.2 0.7 -0.6
O 0.18581 2.96935 0.31823 -0.8 1.8 -1.1
O 0.69554 5.04865 1.99283 -0.2 0.1 -0.3
I 3.65273 0.15866 1.03768 -0.4 0.2 0.0



[4]
20
Properties=species:S:1:pos:R:3:forces:R:3 method="wB97M-V/def2-TZVPD" homo_energy_ev=-9.00 de_lowest_ev=3.0211 homo_lumo_gap_ev=9.64
C -0.27974 -0.59607 0.26844 0.4 0.6 0.3
C 0.19643 0.01885 -1.06461 -1.0 -3.9 -1.7
C 0.26990 0.17131 1.50219 -0.3 -0.4 -0.2
C 1.64032 0.42530 -1.13005 -0.1 -0.4 -0.2
N -1.72486 -0.55713 0.31469 0.2 -0.1 -0.3
N -0.17876 1.53712 1.66334 0.0 0.1 0.0
O 0.26528 -1.90142 0.34952 -0.3 -0.2 -0.3
O -0.59588 0.90717 -1.67578 -2.1 1.2 0.0
H -0.00706 -2.34119 -0.48705 0.4 0.3 0.6
H -1.50027 0.49437 -1.62303 1.0 1.2 0.0
H -0.24739 -1.18072 -1.93986 1.9 1.8 1.8
H -2.04666 -0.86717 1.22446 -0.1 -0.1 -0.1
H -2.09545 -1.18684 -0.39517 -0.1 -0.1 0.2
H -1.18993 1.58868 1.60891 0.1 0.1 -0.1
H 0.20214 2.14350 0.94636 -0.1 0.0 0.0
H 1.35836 0.14185 1.48548 0.0 0.0 0.0
H -0.04511 -0.41409 2.37040 0.1 0.0 0.1
H 1.80293 1.33464 -0.54886 -0.2 0.1 0.0
H 1.91062 0.64074 -2.16047 0.1 -0.1 0.0
H 2.26514 -0.35890 -0.70893 0.1 0.0 -0.1



[5]
54
Properties=species:S:1:pos:R:3:forces:R:3 method="wB97M-V/def2-TZVPD" homo_energy_ev=-8.87 de_lowest_ev=0.1111 homo_lumo_gap_ev=9.08
C -4.02990 -2.42966 1.14509 -0.1 0.3 -0.1
H -3.47132 -2.26334 2.06248 0.1 -0.1 0.1
H -4.74229 -3.23281 1.31705 -0.1 -0.1 0.1
C -4.79086 -1.17276 0.73599 -0.5 -0.4 0.1
N -3.95036 -0.08919 0.27477 0.0 0.4 -0.9
C -2.99771 0.56111 1.08924 0.4 0.4 0.5
C -1.81993 -0.08457 1.45777 -0.1 0.0 0.1
C -0.85056 0.59508 2.17254 0.0 -0.1 0.1
C -1.04197 1.92232 2.51967 0.0 0.1 0.0
C -2.21039 2.56761 2.15162 0.0 0.1 0.0
C -3.18679 1.89326 1.43901 0.0 -0.1 0.1
H -4.09081 2.39251 1.12857 -0.1 0.1 0.0
H -2.36436 3.60286 2.41888 0.0 0.1 0.0
H -0.28090 2.45432 3.07151 0.1 0.0 0.0
H 0.06479 0.08501 2.43250 0.1 -0.1 0.0
H -1.65025 -1.10818 1.16865 0.0 -0.1 -0.1
S -4.20354 0.60739 -1.20737 0.3 0.0 0.0
O -4.87127 -0.35279 -2.03391 0.1 -0.3 0.0
O -4.78813 1.91604 -1.11501 0.2 0.0 0.1
C -2.48680 0.80689 -1.69999 -0.4 0.1 0.1
C -1.96738 2.05708 -1.96257 -0.1 0.1 0.0
C -0.60297 2.18916 -2.17017 0.0 -0.1 0.0
C 0.21347 1.07774 -2.06712 -0.2 0.0 0.0
C -0.31209 -0.19285 -1.79596 -0.4 0.3 0.0
C -1.68788 -0.31548 -1.64240 0.1 -0.1 -0.2
H -2.13011 -1.27576 -1.43995 0.1 -0.1 0.1
N 0.55754 -1.26438 -1.63481 0.5 0.2 -0.3
C 0.33661 -2.39504 -0.90918 0.5 0.0 -0.1
O -0.73924 -2.79381 -0.53759 -0.2 -0.2 0.2
C 1.63093 -3.16303 -0.61855 -0.4 -0.3 0.3
H 1.79117 -3.92493 -1.38472 0.0 0.1 0.1
H 1.51715 -3.64258 0.35913 -0.1 0.1 -0.2
O 2.77919 -2.33328 -0.64341 0.3 0.1 -0.1
C 2.82443 -1.37448 0.31806 -0.2 0.0 0.2
O 1.95989 -1.26096 1.15211 0.1 -0.1 -0.1
C 3.99675 -0.49788 0.18560 0.2 0.1 0.0
C 4.09738 0.60232 1.03633 -0.1 -0.2 -0.1
C 5.16295 1.46915 0.93201 0.1 0.1 0.0
C 6.15008 1.24814 -0.02696 -0.4 -0.3 0.1
C 6.05284 0.14661 -0.87908 0.2 0.3 0.0
C 4.98606 -0.71628 -0.77460 -0.2 0.0 0.2
H 4.91173 -1.56758 -1.43232 0.0 -0.1 -0.1
H 6.82768 -0.00535 -1.61313 0.1 0.0 -0.1
O 7.21285 2.06839 -0.16882 0.2 0.1 0.0
H 7.17278 2.78943 0.47238 0.0 -0.1 -0.1
H 5.23722 2.32368 1.59114 0.0 0.1 0.1
H 3.32291 0.76223 1.77065 -0.1 0.0 0.1
H 1.52310 -1.05036 -1.86802 -0.3 -0.2 0.1
Cl 1.93060 1.26591 -2.23590 0.1 0.0 0.0
H -0.16918 3.15396 -2.38106 0.1 0.1 0.0
H -2.62896 2.90715 -1.98708 0.0 0.2 0.0
H -5.41024 -0.82575 1.57414 0.0 0.0 -0.2
H -5.44297 -1.39395 -0.11075 -0.1 -0.1 0.2
H -3.34096 -2.73831 0.36353 0.1 -0.1 -0.1



no.,F_max (eV Å⁻¹)
1,2.223
2,4.790
3,3.429
4,4.354
5,1.015